[1]
Here is the molecule C7H13N at a distorted geometry from the Open Molecules 2025 dataset. Energies are from ωB97M-V/def2-TZVPD.

**Net charge**: 0
**Orbital gap**: 8.5 eV
**Relative energy (zero: lowest compared OMol25 entry of this formula, charge and spin)**: 297.2 kJ/mol
**Calculated total energy**: -329.158270 Ha
**E_HOMO**: -7.53 eV

Geometry (Å):
1 C -0.00263 -1.20440 -0.55554
2 C 1.31407 -0.47851 -0.27299
3 C 0.87047 0.89668 0.45104
4 C -2.22283 -0.18374 -0.54789
5 C 2.41408 -1.34615 0.37078
6 C 0.18282 1.76849 -0.61760
7 C -3.18521 -0.03471 0.53827
8 N -1.15321 -0.76359 -0.45409
9 H 0.21895 -2.26436 -0.76654
10 H 1.77941 -0.03075 -1.17783
11 H 1.69701 1.45891 0.79026
12 H 0.24767 0.69716 1.26475
13 H 2.52290 -2.19306 -0.30577
14 H 2.20747 -1.82462 1.28199
15 H 3.29041 -0.71107 0.38738
16 H 0.57963 1.60207 -1.60427
17 H 0.31094 2.85116 -0.47281
18 H -0.89820 1.58863 -0.74790
19 H -3.21540 -0.83929 1.24217
20 H -4.14784 0.13536 0.15089
21 H -2.81048 0.87582 1.04570

Results of the natural (NBO) charge analysis, in e, for atoms 1 through 6: atom 1 (C): -0.015, atom 2 (C): -0.231, atom 3 (C): -0.398, atom 4 (C): 0.172, atom 5 (C): -0.605, atom 6 (C): -0.627

=====

[2]
Here is the molecule C11H6N2O3S at a distorted geometry from the Open Molecules 2025 dataset. Energies are from ωB97M-V/def2-TZVPD.

**Net charge**: 0
**Orbital gap**: 6.2 eV
**Relative energy (zero: lowest compared OMol25 entry of this formula, charge and spin)**: 0.0 kJ/mol
**Calculated total energy**: -1156.085918 Ha
**E_HOMO**: -8.54 eV
**SMILES**: O=C(O)c1ccc2c(c1)=NC(=O)[C@H]1N=CSC=21

Geometry (Å):
1 O 1.16524 3.04246 3.21099
2 C 1.67765 1.95567 2.94994
3 O 2.76510 1.31268 3.51676
4 C 1.16912 1.30049 1.78790
5 C 0.92335 2.04577 0.63737
6 C 0.27007 1.47908 -0.51735
7 C -0.10776 0.13480 -0.52533
8 C 0.11129 -0.63985 0.68161
9 C 0.66469 -0.03851 1.83177
10 N -0.41095 -1.81086 0.86855
11 C -1.13391 -2.48989 -0.21493
12 O -1.95446 -3.43732 0.01954
13 C -1.04735 -1.99436 -1.71166
14 N -2.11509 -2.04891 -2.80742
15 C -2.18724 -0.89803 -3.50484
16 S -1.22359 0.49609 -2.96695
17 C -0.69879 -0.49258 -1.52996
18 H 3.10668 0.75670 2.82688
19 H 1.24983 3.10086 0.54455
20 H 0.01315 2.17073 -1.38130
21 H 0.80493 -0.63632 2.77340
22 H -0.15356 -2.49912 -2.08181
23 H -2.88842 -0.80957 -4.40772

Results of the natural (NBO) charge analysis, in e, for atoms 1 through 6: atom 1 (O): -0.520, atom 2 (C): 0.760, atom 3 (O): -0.655, atom 4 (C): -0.145, atom 5 (C): -0.206, atom 6 (C): -0.138

=====

[3]
Here is a structure of composition C60H42F5IrP3SeSi at a distorted geometry from the Open Molecules 2025 dataset. Energies are from ωB97M-V/def2-TZVPD.

**Net charge**: +2
**Orbital gap (alpha / beta)**: 6.7 / 5.5 eV
**Relative energy (zero: lowest compared OMol25 entry of this formula, charge and spin)**: 142.9 kJ/mol
**Calculated total energy**: -6629.877838 Ha
**Multiplicity**: 2
**E_HOMO (alpha / beta)**: -13.47 / -13.44 eV

Geometry (Å):
1 Ir -0.14569 0.00927 0.05547
2 C -0.22137 -5.66743 -1.07265
3 C -1.58256 -5.40293 -1.01714
4 C -2.03269 -4.15773 -0.60891
5 C -1.11602 -3.16652 -0.24143
6 C 0.24691 -3.44317 -0.29062
7 C 0.69127 -4.68853 -0.71250
8 P -1.72874 -1.59053 0.41309
9 C -3.36795 -1.47210 -0.32781
10 C -4.53205 -1.30240 0.41088
11 C -5.76567 -1.39173 -0.22293
12 C -5.83858 -1.61613 -1.58848
13 C -4.67522 -1.72753 -2.34004
14 C -3.44606 -1.65087 -1.71038
15 C -1.96708 -1.89226 2.18327
16 C -2.87183 -2.87312 2.60296
17 C -3.03432 -3.12300 3.95282
18 C -2.29836 -2.40088 4.88870
19 C -1.39511 -1.44133 4.46829
20 C -1.20932 -1.17922 3.10512
21 Si -0.05374 0.10960 2.44651
22 C -0.71821 1.78966 2.91050
23 C -0.54906 2.39277 4.16440
24 C -1.10759 3.62910 4.43574
25 C -1.84192 4.29887 3.45676
26 C -2.00184 3.72975 2.20929
27 C -1.44158 2.47351 1.95086
28 P -1.58266 1.75498 0.30238
29 C -0.92780 3.06407 -0.75194
30 C -1.75026 3.93650 -1.46854
31 C -1.18679 4.97403 -2.19587
32 C 0.18956 5.15018 -2.21328
33 C 1.01067 4.29992 -1.48641
34 C 0.45136 3.26431 -0.75591
35 C -3.34478 1.70318 -0.02946
36 C -3.78984 1.58136 -1.34808
37 C -5.13889 1.68878 -1.63448
38 C -6.05022 1.90412 -0.60618
39 C -5.61948 1.97276 0.70913
40 C -4.26917 1.85318 1.00434
41 C 1.68704 0.12848 3.09525
42 C 1.98408 0.10480 4.46395
43 C 3.24058 0.46903 4.92196
44 C 4.20890 0.89982 4.02198
45 C 3.95251 0.87719 2.66115
46 C 2.70766 0.44904 2.20155
47 P 2.38646 0.01607 0.47575
48 C 3.57369 0.82978 -0.62250
49 C 4.94076 0.57884 -0.44824
50 C 5.86662 1.15974 -1.29584
51 C 5.44268 1.95881 -2.35260
52 C 4.09036 2.16590 -2.56513
53 C 3.15916 1.60642 -1.69775
54 C 3.01076 -1.70349 0.41233
55 C 3.40097 -2.23285 -0.81991
56 C 3.94164 -3.50591 -0.89171
57 C 4.09468 -4.26294 0.26424
58 C 3.69367 -3.74950 1.48798
59 C 3.14607 -2.47469 1.56516
60 H 0.12726 -6.63962 -1.39549
61 H -2.29715 -6.16595 -1.29580
62 H -3.09513 -3.96337 -0.58353
63 H 0.97132 -2.69909 0.01118
64 H 1.75180 -4.89370 -0.75356
65 H -4.48827 -1.14650 1.48020
66 H -6.67274 -1.29616 0.35923
67 H -6.80419 -1.69889 -2.07102
68 H -4.72738 -1.89471 -3.40858
69 H -2.54216 -1.77738 -2.28738
70 H -3.44859 -3.43965 1.88232
71 H -3.73656 -3.87849 4.27962
72 H -2.43165 -2.59217 5.94542
73 H -0.83905 -0.88781 5.21475
74 H 0.03366 1.90284 4.93478
75 H -0.96704 4.08321 5.40801
76 H -2.27745 5.26630 3.66865
77 H -2.55787 4.25713 1.44287
78 H -2.82336 3.81835 -1.45478
79 H -1.82653 5.65206 -2.74517
80 H 0.62153 5.96484 -2.77960
81 H 2.08175 4.45490 -1.47718
82 H 1.08290 2.64201 -0.13423
83 H -3.07667 1.44105 -2.15362
84 H -5.48142 1.61665 -2.65856
85 H -7.10356 2.00601 -0.83435
86 H -6.33256 2.12562 1.50866
87 H -3.93749 1.92818 2.03102
88 H 1.23210 -0.19306 5.18379
89 H 3.45799 0.44427 5.98181
90 H 5.17382 1.23337 4.38004
91 H 4.72454 1.18605 1.97208
92 H 5.28072 -0.09612 0.32665
93 H 6.92178 0.97424 -1.14501
94 H 6.17062 2.39630 -3.02290
95 H 3.75378 2.74789 -3.41372
96 H 2.10958 1.75210 -1.88901
97 H 3.32754 -1.63656 -1.72181
98 H 4.25647 -3.90281 -1.84812
99 H 4.52775 -5.25330 0.20881
100 H 3.82135 -4.33228 2.39057
101 H 2.85313 -2.08246 2.52947
102 F -2.06014 1.41303 -7.36137
103 C -1.53913 0.98010 -6.22980
104 C -0.73932 1.81808 -5.47110
105 F -0.49242 3.05327 -5.88090
106 C -0.20379 1.35566 -4.28317
107 F 0.55871 2.18535 -3.56763
108 C -0.44593 0.06894 -3.83506
109 Se 0.43995 -0.65331 -2.29695
110 C -1.24000 -0.75702 -4.61607
111 F -1.46818 -2.02050 -4.24687
112 C -1.79194 -0.31420 -5.80265
113 F -2.54992 -1.11827 -6.53125

Results of the Mulliken charge analysis, in e, for atoms 1 through 6: atom 1 (Ir): 1.989, atom 2 (C): -1.002, atom 3 (C): -0.980, atom 4 (C): -0.639, atom 5 (C): 0.352, atom 6 (C): 1.070

=====

[4]
Here is a structure of composition C22H21I2N3O5Zr from the Open Molecules 2025 dataset. Energies are from ωB97M-V/def2-TZVPD.

**Net charge**: +2
**Orbital gap**: 6.5 eV
**Relative energy (zero: lowest compared OMol25 entry of this formula, charge and spin)**: 0.0 kJ/mol
**Calculated total energy**: -2033.536975 Ha
**E_HOMO**: -13.43 eV

Geometry (Å):
1 Zr -0.16739 -0.25470 -0.41306
2 O 3.17186 2.07650 -1.66407
3 C 3.56973 2.63064 -0.45754
4 C 4.82168 3.21492 -0.42408
5 C 5.27247 3.78935 0.75214
6 C 4.47320 3.78229 1.89100
7 C 3.23102 3.18427 1.85612
8 C 2.75708 2.58899 0.68121
9 C 1.47571 1.87619 0.70506
10 O 0.96124 1.43714 -0.46344
11 N 0.86446 1.62387 1.81037
12 N -0.25936 0.84302 1.54412
13 C -1.18209 0.86595 2.44612
14 C -2.45523 0.20962 2.33475
15 C -3.37585 0.32411 3.38650
16 C -4.62770 -0.24478 3.28507
17 C -4.98263 -0.93376 2.12845
18 C -4.09440 -1.06393 1.07152
19 C -2.83836 -0.49331 1.18220
20 O -1.94672 -0.61484 0.16996
21 H 2.20320 2.09693 -1.67099
22 H 5.41501 3.22622 -1.32800
23 H 6.24752 4.25649 0.77674
24 H 4.82478 4.24107 2.80422
25 H 2.60844 3.16052 2.73920
26 H -0.98712 1.45958 3.33649
27 H -3.09453 0.86792 4.27966
28 H -5.33226 -0.15114 4.09906
29 H -5.96760 -1.37458 2.05047
30 H -4.36024 -1.59901 0.17038
31 C -2.28845 -1.12362 -3.17492
32 C -3.29039 -0.24441 -2.78571
33 C -2.98067 1.05021 -2.38384
34 C -1.66051 1.48044 -2.39103
35 C -0.64829 0.61292 -2.82680
36 C -0.96401 -0.69953 -3.20438
37 H -2.53841 -2.12877 -3.48642
38 H -4.32339 -0.56630 -2.79853
39 H -3.76575 1.73019 -2.08178
40 H -1.41181 2.49645 -2.11112
41 H 0.36018 0.98539 -2.97295
42 H -0.18215 -1.35763 -3.56462
43 N 1.15391 -4.95074 -0.56007
44 C 1.36788 -3.96463 0.54191
45 C 0.79345 -2.63390 0.11989
46 O 0.10667 -2.54342 -0.92768
47 O 1.01394 -1.62066 0.83692
48 H 1.65498 -4.62021 -1.40587
49 H 0.16222 -5.02881 -0.79588
50 H 1.50441 -5.87701 -0.30693
51 H 2.43702 -3.86438 0.72225
52 H 0.88295 -4.32425 1.44796
53 I 3.13072 -0.62642 -2.10468
54 I 3.25959 -3.20645 -2.86532

Results of the natural (NBO) charge analysis, in e, for atoms 1 through 6: atom 1 (Zr): 2.378, atom 2 (O): -0.691, atom 3 (C): 0.310, atom 4 (C): -0.259, atom 5 (C): -0.133, atom 6 (C): -0.223